The following is a quantum chemistry calculation of a structure of composition C70H54FN5O4W in a non-equilibrium geometry, from OMol25.

The strongest force on any atom comes out at 0.02438 hartree/bohr. As for the spin multiplicity: 1. Its highest occupied orbital energy is -6.58 eV. For the orbital gap, the calculation gives 0.2063 Ha. The calculation puts the energy at -93651.7738 eV.

Each line ends with the Löwdin charge.
Cartesian coordinates (Å):
W: -0.46041 -0.24622 0.18935  1.724
C: -5.27589 -0.49523 -5.92933  -0.090
C: -4.24939 0.43287 -5.85736  -0.073
C: -3.40429 0.45510 -4.75796  -0.041
C: -3.56279 -0.44687 -3.71196  -0.185
C: -4.61606 -1.35749 -3.78593  -0.037
C: -5.45943 -1.38884 -4.88428  -0.075
C: -2.70287 -0.41256 -2.49080  -0.088
C: -2.82896 0.66800 -1.61758  -0.213
C: -3.81988 1.69613 -1.81480  0.016
C: -3.83654 2.44961 -0.70307  0.019
C: -2.82745 1.95159 0.18776  -0.212
N: -2.18595 0.83679 -0.40947  -0.018
C: -2.54634 2.51959 1.38851  -0.079
C: -1.53287 2.04889 2.24899  -0.258
C: -1.04444 2.70346 3.37672  0.004
C: 0.05922 1.97603 3.81367  -0.010
C: 0.17280 0.89162 2.95620  -0.231
C: 1.17270 -0.20466 2.85338  -0.233
C: 2.19873 -0.36227 3.95641  -0.136
C: 3.42376 -0.96424 3.68584  -0.021
C: 4.31170 -1.24764 4.70956  -0.057
C: 3.97930 -0.96579 6.02579  -0.084
C: 2.73978 -0.41574 6.30907  -0.074
C: 1.85361 -0.12185 5.28357  -0.039
C: 0.41834 -1.48478 2.74053  -0.246
N: -0.29739 -1.72663 1.61382  -0.043
C: -0.86122 -2.98471 1.77745  -0.239
C: -1.42763 -3.69148 0.68712  -0.072
C: -1.83443 -5.11034 0.87374  -0.180
C: -3.15384 -5.48305 0.62962  -0.032
C: -3.55945 -6.79947 0.78666  -0.076
C: -2.64820 -7.76311 1.18948  -0.088
C: -1.33256 -7.40185 1.44056  -0.073
C: -0.92984 -6.08500 1.28914  -0.036
C: -1.60709 -3.10688 -0.52908  -0.225
C: -1.98329 -3.79461 -1.74028  0.012
C: -2.23727 -2.87075 -2.68506  0.002
C: -2.10221 -1.57942 -2.04783  -0.223
N: -1.54646 -1.72271 -0.80195  -0.023
C: -0.55696 -3.45678 3.04975  -0.013
C: 0.27582 -2.50913 3.65647  0.008
N: -0.79725 0.91309 1.99002  -0.024
C: -3.29469 3.72822 1.83115  -0.210
C: -3.04529 4.96944 1.25793  -0.031
C: -3.73265 6.09369 1.69095  -0.075
C: -4.67489 5.98394 2.70195  -0.090
C: -4.92468 4.74835 3.28147  -0.076
C: -4.23438 3.62607 2.85176  -0.023
H: -5.93364 -0.51660 -6.78726  0.100
H: -4.10373 1.14483 -6.65849  0.103
H: -2.61777 1.18859 -4.70370  0.087
H: -4.77865 -2.04402 -2.96504  0.121
H: -6.26881 -2.10457 -4.91767  0.102
H: -4.45374 1.77585 -2.67844  0.114
H: -4.48907 3.27389 -0.47474  0.120
H: -1.43544 3.61780 3.78712  0.114
H: 0.72447 2.23264 4.61599  0.106
H: 3.69580 -1.19870 2.66732  0.103
H: 5.26596 -1.69855 4.47251  0.107
H: 4.67291 -1.18909 6.82448  0.101
H: 2.45071 -0.22144 7.33305  0.103
H: 0.87236 0.25273 5.52841  0.111
H: -3.86466 -4.72689 0.32270  0.122
H: -4.58903 -7.07039 0.59706  0.103
H: -2.96249 -8.79072 1.31167  0.101
H: -0.61537 -8.14851 1.75272  0.104
H: 0.09617 -5.81099 1.48493  0.107
H: -2.04448 -4.86498 -1.83344  0.123
H: -2.53914 -3.02603 -3.70533  0.118
H: -0.86224 -4.40554 3.45291  0.112
H: 0.73603 -2.56670 4.62648  0.116
H: -2.30643 5.05101 0.47109  0.109
H: -3.52881 7.05474 1.23984  0.103
H: -5.21240 6.85932 3.03897  0.100
H: -5.65726 4.65835 4.07140  0.103
H: -4.41765 2.66148 3.30616  0.125
C: 1.70971 -4.17929 -1.20307  -0.037
C: 1.81462 -2.95416 -0.29108  -0.353
C: 2.18756 -3.36987 1.13207  -0.033
C: 2.79146 -1.91674 -0.81124  -0.133
C: 4.13923 -2.26842 -0.87067  -0.029
C: 5.09719 -1.39210 -1.33737  -0.056
C: 4.70144 -0.12591 -1.73289  -0.032
C: 3.37415 0.27700 -1.66502  -0.129
C: 3.05552 1.70193 -2.08506  -0.340
C: 3.15585 1.86111 -3.60717  -0.036
C: 3.98983 2.71894 -1.41863  -0.048
C: 2.40764 -0.63786 -1.21417  -0.185
N: 1.01732 -0.26515 -1.24465  -0.093
C: 0.59837 -0.03114 -2.57595  -0.256
C: 0.78281 -0.97960 -3.57972  0.001
C: 0.43334 -0.72273 -4.89483  -0.063
C: -0.08997 0.51338 -5.24754  -0.089
C: -0.28209 1.47699 -4.26845  -0.039
C: 0.03641 1.18024 -2.96106  -0.246
F: -0.17720 2.14522 -2.02040  0.049
H: 1.02943 -4.91441 -0.76964  0.069
H: 2.67992 -4.65780 -1.33855  0.078
H: 1.32286 -3.91449 -2.18701  0.069
H: 0.82115 -2.49538 -0.26413  0.071
H: 3.08083 -3.99585 1.13847  0.090
H: 1.38136 -3.93388 1.59347  0.059
H: 2.38142 -2.49854 1.75622  0.060
H: 4.43305 -3.25724 -0.54618  0.110
H: 6.13740 -1.68454 -1.38466  0.103
H: 5.44423 0.57603 -2.08472  0.112
H: 2.03575 1.93001 -1.77062  0.098
H: 4.14937 1.56503 -3.94482  0.082
H: 3.00844 2.90558 -3.88644  0.087
H: 2.42641 1.25519 -4.14683  0.061
H: 4.95907 2.73819 -1.91818  0.081
H: 4.16469 2.49788 -0.36912  0.056
H: 3.56344 3.72071 -1.50179  0.089
H: 1.23316 -1.92565 -3.31241  0.116
H: 0.58892 -1.48391 -5.64584  0.107
H: -0.34959 0.72751 -6.27441  0.110
H: -0.67454 2.45844 -4.49452  0.128
O: 3.94471 0.65297 1.46036  0.154
C: 2.79375 0.98598 1.40545  -0.371
O: 1.78832 -0.00753 1.47730  -0.054
C: 2.38791 2.40104 1.22681  -0.136
C: 1.17670 2.76132 0.66266  -0.032
C: 0.83688 4.08911 0.40479  0.055
C: 1.76704 5.02736 0.77654  -0.194
O: 1.67878 6.38285 0.67050  0.043
C: 2.92525 6.89928 1.14108  -0.125
O: 3.69515 5.81264 1.64197  0.039
C: 2.98065 4.67837 1.36117  -0.195
C: 3.33545 3.38102 1.58811  0.067
H: 0.46137 1.97080 0.46114  0.059
H: -0.10856 4.35692 -0.04140  0.115
H: 2.73360 7.61077 1.94677  0.138
H: 3.45467 7.36856 0.30572  0.138
H: 4.28424 3.10382 2.02130  0.144